A 2-piece molecular cluster, C4H14N2O overall, computed with ωB97M-V/def2-TZVPD.

XYZ file:
```
21
Properties=species:S:1:pos:R:3
C 0.90983 -0.71258 -0.86140
C 0.29954 0.74129 -1.42335
C 0.02008 1.81173 -0.37767
C -1.13106 1.32806 0.64603
N -2.25986 0.37003 0.49880
N 2.38195 -0.52898 -0.78961
H 0.56002 -0.79475 0.15339
H 0.61315 -1.69215 -1.43579
H 0.97210 1.03633 -2.31590
H -0.69998 0.55660 -1.80614
H -0.22011 2.69817 -1.02245
H 0.95433 2.17316 0.18382
H -0.33538 0.70301 1.33084
H -1.49745 2.32236 1.00405
H -2.77104 0.52128 -0.40493
H -3.03473 0.78676 1.04843
H 2.75415 -0.63824 0.15269
H 2.80293 -1.44808 -1.16879
H -0.13612 -3.17990 2.96183
H -0.48002 -3.03137 1.54602
O 0.29768 -3.02271 2.08014
```

Properties
* ΔE to the lowest compared entry with this formula, charge and spin: 313.71 kJ/mol
* Kohn-Sham gap: 9.944 eV
* HOMO level: -0.334 Ha
* max |F|: 0.0762 hartree/bohr
* net charge: 0
* SMILES: NCCCCN.O

=====

A 2-piece molecular cluster, C4H14N2O overall, computed with ωB97M-V/def2-TZVPD.

XYZ file:
```
21
Properties=species:S:1:pos:R:3
C 0.00957 -0.60373 -0.78991
C 0.16906 0.20208 0.52353
C -0.04732 1.69314 0.41964
C 1.38317 3.60487 -0.11906
N 1.28319 2.33568 0.07128
N 0.13266 -2.09422 -0.52239
H -1.05868 -0.49699 -1.18124
H 0.70132 -0.23840 -1.62527
H -0.47013 -0.14653 1.37081
H 1.28527 -0.05730 0.97342
H -0.76335 1.76118 -0.43910
H -0.37866 2.24141 1.32888
H 0.59003 4.41705 0.04654
H 2.29451 3.89563 -0.60692
H 2.08359 1.67238 0.08796
H 0.50806 -2.25364 0.41525
H 0.76926 -2.46774 -1.12547
H -0.80671 -2.52811 -0.69038
H -3.14711 -3.81505 0.15416
H -2.07796 -4.25742 1.06654
O -2.31592 -3.59936 0.39717
```

Properties
* ΔE to the lowest compared entry with this formula, charge and spin: 163.38 kJ/mol
* Kohn-Sham gap: 9.969 eV
* HOMO level: -0.675 Ha
* max |F|: 0.0978 hartree/bohr
* net charge: +2

=====

A 2-piece molecular cluster, C4H14N2O overall, computed with ωB97M-V/def2-TZVPD.

XYZ file:
```
21
Properties=species:S:1:pos:R:3
C 2.35672 0.16292 0.26901
C 1.67656 -0.29577 -1.00571
C 0.25682 -0.90852 -0.98550
C -1.71065 0.65447 -0.78920
N -0.67623 0.01367 -0.19892
N 1.48207 1.33827 0.81144
H 2.43000 -0.68278 0.91487
H 3.29319 0.50687 0.11100
H 1.96518 0.33988 -1.87078
H 2.32384 -1.14170 -1.29656
H -0.14101 -1.20113 -2.01486
H 0.36589 -1.85972 -0.33681
H -1.86494 0.52790 -1.83669
H -2.38501 1.00863 -0.06584
H -1.42948 -0.45654 0.40181
H 1.76877 2.25962 0.34262
H 1.60243 1.40707 1.85306
H 0.07163 0.80761 0.30274
H -3.18055 -0.54547 2.25274
H -3.32419 -1.54886 1.00100
O -2.82667 -0.82045 1.37782
```

Properties
* ΔE to the lowest compared entry with this formula, charge and spin: 507.79 kJ/mol
* Kohn-Sham gap: 7.793 eV
* HOMO level: -0.718 Ha
* max |F|: 0.0895 hartree/bohr
* net charge: +2

=====

A 3-piece molecular cluster, C4H14N2O overall, computed with ωB97M-V/def2-TZVPD.

XYZ file:
```
21
Properties=species:S:1:pos:R:3
C -0.13182 -1.50875 -1.15259
C -0.81453 -0.20352 -1.59127
C -1.20725 0.69330 -0.39808
C 0.64959 2.15414 0.25511
N -0.01756 1.04532 0.31669
N 1.06819 -1.14147 -0.27170
H -0.80184 -2.26416 -0.62272
H 0.20997 -2.10244 -1.95806
H -0.34215 0.33880 -2.42929
H -1.71193 -0.45603 -2.13032
H -1.56766 1.75589 -0.56699
H -1.92881 0.20072 0.28630
H 0.22474 3.02174 -0.25153
H 1.78518 2.29840 0.43178
H -0.11281 0.44290 1.23436
H 1.12898 0.34161 -0.44357
H 1.99906 -1.27071 -0.68890
H 0.94655 -1.74050 0.61646
H 0.90685 -0.78443 2.91565
H -0.56141 -0.96613 2.74151
O 0.18687 -0.61921 2.23393
```

Properties
* ΔE to the lowest compared entry with this formula, charge and spin: 545.71 kJ/mol
* Kohn-Sham gap: 9.585 eV
* HOMO level: -0.724 Ha
* max |F|: 0.0969 hartree/bohr
* net charge: +2

=====

A 2-piece molecular cluster, C4H14N2O overall, computed with ωB97M-V/def2-TZVPD.

XYZ file:
```
21
Properties=species:S:1:pos:R:3
C -1.19645 0.92471 1.19434
C 0.00378 1.42034 0.37932
C 0.60269 0.46428 -0.62459
C 0.56313 0.73933 -1.90765
N 1.17219 -0.13164 -2.94417
N -0.79432 -0.00466 2.32114
H -1.98143 0.44307 0.62026
H -1.61001 1.79287 1.70307
H 0.76451 1.75689 1.08909
H -0.32769 2.32241 -0.13600
H 1.07873 -0.40007 -0.17646
H 0.04568 1.57282 -2.36172
H 1.55025 -1.01107 -2.60284
H 1.92093 0.38205 -3.43064
H 0.47641 -0.33525 -3.66613
H -0.00462 0.39840 2.83345
H -0.51949 -0.96495 2.02078
H -1.56647 -0.11496 2.97375
H 0.42873 -3.12837 1.36495
H -0.97115 -3.02263 0.74134
O -0.26172 -2.49288 1.12077
```

Properties
* ΔE to the lowest compared entry with this formula, charge and spin: 0.00 kJ/mol
* Kohn-Sham gap: 12.200 eV
* HOMO level: -0.685 Ha
* max |F|: 0.0186 hartree/bohr
* net charge: +2

=====

A 2-piece molecular cluster, C4H14N2O2 overall, computed with ωB97M-V/def2-TZVPD.

XYZ file:
```
22
Properties=species:S:1:pos:R:3
N -0.61190 2.14086 1.32121
C -0.41322 1.05217 0.40430
C -0.41778 -0.28932 1.16637
C -0.63780 -1.46971 0.22507
O -1.92553 -1.35999 -0.38047
C 0.83250 1.20722 -0.44309
N 0.51269 2.09294 -1.58099
H -0.90596 3.04026 0.99630
H 0.02093 2.15420 2.09817
H -1.29023 0.95721 -0.24296
H -1.22643 -0.30089 1.89579
H 0.54614 -0.31810 1.68268
H -0.55852 -2.40531 0.78390
H 0.15359 -1.47531 -0.51917
H -2.50505 -2.02275 0.01976
H 1.24039 0.25113 -0.77322
H 1.63437 1.72268 0.08814
H -0.38111 1.80283 -1.96711
H 1.21111 2.07703 -2.30306
H 1.64588 -3.04290 0.05768
H 2.28977 -3.03742 -1.35945
O 2.33771 -2.65389 -0.48084
```

Properties
* ΔE to the lowest compared entry with this formula, charge and spin: 101.04 kJ/mol
* Kohn-Sham gap: 9.201 eV
* HOMO level: -0.316 Ha
* max |F|: 0.0253 hartree/bohr
* net charge: 0
* SMILES: NC[C@H](N)CCO.O

=====

A 2-piece molecular cluster, C4H14N2O2 overall, computed with ωB97M-V/def2-TZVPD.

XYZ file:
```
22
Properties=species:S:1:pos:R:3
C -0.40589 -0.33589 1.07518
C 1.03820 -0.56506 0.64912
C 1.49212 -1.52652 -0.47825
N 0.51974 -2.44070 -1.02714
N -0.78974 0.95156 1.61916
C -1.48600 1.87005 0.69103
O -0.62946 2.31043 -0.32921
H -1.26057 -0.73850 0.48828
H -0.64384 -0.98807 1.92503
H 1.50586 0.43308 0.42342
H 1.60411 -0.72882 1.57559
H 2.01052 -1.08475 -1.33967
H 2.26316 -2.10841 0.07241
H -0.05469 -1.96603 -1.71693
H -0.05815 -2.82233 -0.29061
H -0.09789 1.56337 2.05174
H -2.31979 1.32193 0.24374
H -1.80654 2.67584 1.34989
H 0.31001 2.13943 -0.31916
H -0.42642 0.51013 -1.45160
H -0.15901 1.13253 -2.82601
O -0.60574 0.39673 -2.38596
```

Properties
* ΔE to the lowest compared entry with this formula, charge and spin: 202.21 kJ/mol
* Kohn-Sham gap: 9.655 eV
* HOMO level: -0.332 Ha
* max |F|: 0.0573 hartree/bohr
* net charge: 0
* SMILES: NCCCNCO.O

=====

A 2-piece molecular cluster, C4H14N2O2 overall, computed with ωB97M-V/def2-TZVPD.

XYZ file:
```
22
Properties=species:S:1:pos:R:3
C 0.30628 -0.92754 1.08279
O -0.29752 -2.20318 1.09549
C 0.82380 -0.62138 -0.31091
C 1.14307 0.90489 -0.45119
C -0.09075 1.73283 -0.88045
N -1.12123 1.86338 0.14732
N 2.01656 -1.39713 -0.68168
H 1.21888 -0.98395 1.72974
H -0.35045 -0.21121 1.55333
H -1.17474 -1.99044 0.73054
H 0.11683 -0.96408 -1.06548
H 1.89217 0.96721 -1.25497
H 1.69257 1.39956 0.36277
H -0.59208 1.26599 -1.73908
H 0.34122 2.71063 -1.17193
H -0.72154 1.72846 1.06011
H -1.60183 2.75128 0.12689
H 2.79220 -1.33333 -0.03935
H 1.69590 -2.31113 -0.94548
H -2.33195 -0.10313 0.39530
H -3.15481 -1.24186 -0.26193
O -2.60259 -1.03587 0.51815
```

Properties
* ΔE to the lowest compared entry with this formula, charge and spin: 82.91 kJ/mol
* Kohn-Sham gap: 9.580 eV
* HOMO level: -0.324 Ha
* max |F|: 0.0410 hartree/bohr
* net charge: 0
* SMILES: NCC[C@@H](N)CO.O

=====

A 2-piece molecular cluster, C4H14N2O2 overall, computed with ωB97M-V/def2-TZVPD.

XYZ file:
```
22
Properties=species:S:1:pos:R:3
N -0.11053 1.33038 0.05723
C -0.39823 0.25093 -0.92345
C -1.89994 0.31680 -1.35910
O -2.28346 1.60188 -1.77942
C -0.15612 -1.07136 -0.09825
N 1.24970 -1.44403 -0.33710
C 1.57754 -2.91170 -0.22734
H -0.84870 1.63736 0.64517
H 0.31321 2.17378 -0.32966
H 0.22437 0.26067 -1.83968
H -2.20905 -0.35666 -2.02145
H -2.64616 0.16380 -0.50331
H -1.71127 2.12842 -2.37242
H -0.84083 -1.79876 -0.37852
H -0.48224 -0.96902 1.02473
H 1.84371 -0.85947 0.34773
H 1.17037 -3.63038 -0.96663
H 1.39653 -3.40438 0.67436
H 2.77131 -2.89959 -0.66326
H 1.80989 3.28912 3.68869
H 0.39905 2.67369 3.63135
O 0.83085 3.51852 3.73031
```

Properties
* ΔE to the lowest compared entry with this formula, charge and spin: 288.71 kJ/mol
* Kohn-Sham gap: 9.527 eV
* HOMO level: -0.322 Ha
* max |F|: 0.1058 hartree/bohr
* net charge: 0
* SMILES: CNC[C@H](N)CO.O

=====

A 2-piece molecular cluster, C4H14N2O2 overall, computed with ωB97M-V/def2-TZVPD.

XYZ file:
```
22
Properties=species:S:1:pos:R:3
C -0.20902 -1.12750 1.90990
O 0.46394 -1.34268 3.12890
C 0.68502 -1.06546 0.66346
C 0.49589 0.42504 0.03424
C -0.83930 0.66077 -0.58732
N -0.83978 2.22992 -0.77747
N 0.63086 -2.06084 -0.43518
H -0.89438 -0.24989 2.13786
H -0.91985 -2.00376 1.94312
H 1.77234 -1.06898 1.14602
H 0.65546 1.21545 1.00337
H 1.24514 0.69574 -0.66258
H -0.78111 0.19516 -1.62210
H -1.74237 0.27645 -0.12862
H -1.01168 2.72884 -0.00384
H -1.51430 2.28587 -1.54119
H 0.47481 -0.58085 3.69129
H 0.14295 -2.89742 -0.22160
H 1.63629 -2.25122 -0.64519
H 0.01434 2.05342 -3.09480
H 0.45398 0.67824 -2.57604
O 0.08077 1.20368 -3.36224
```

Properties
* ΔE to the lowest compared entry with this formula, charge and spin: 289.38 kJ/mol
* Kohn-Sham gap: 10.080 eV
* HOMO level: -0.342 Ha
* max |F|: 0.1410 hartree/bohr
* net charge: 0
* SMILES: NCC[C@H](N)CO.O